{"formula": "C30H48NO7W", "method": "ωB97M-V with the def2-TZVPD basis set", "symbols": ["W", "C", "C", "O", "C", "C", "O", "C", "C", "O", "C", "C", "O", "C", "C", "O", "C", "C", "O", "H", "H", "H", "H", "H", "H", "H", "H", "H", "H", "H", "H", "H", "H", "H", "H", "H", "H", "H", "H", "H", "H", "H", "H", "C", "C", "C", "C", "C", "C", "C", "C", "C", "C", "C", "C", "O", "H", "H", "H", "H", "H", "H", "H", "H", "H", "H", "H", "H", "H", "H", "H", "H", "H", "N", "C", "C", "C", "C", "C", "C", "H", "H", "H", "H", "H", "H", "H"], "xyz": [[0.20185, -0.59507, -0.01428], [-0.99591, -2.01382, -2.71755], [-1.06508, -0.54936, -2.87590], [-0.10804, 0.05611, -2.05606], [0.72268, 1.10385, -2.70983], [1.96390, 0.34452, -3.23511], [2.56949, -0.15458, -2.10449], [3.43589, -1.27057, -2.09850], [2.57842, -2.38118, -1.54100], [1.94852, -1.98243, -0.20378], [2.82875, -1.98160, 0.96624], [1.94697, -1.93128, 2.18206], [0.78739, -1.08224, 1.95332], [-0.38280, -1.27326, 2.81196], [-0.94418, -2.61535, 2.41704], [-0.78190, -2.68053, 1.02432], [-1.31562, -3.77404, 0.23468], [-0.55625, -3.62822, -0.99951], [-0.67120, -2.24020, -1.38391], [-0.19126, -2.43501, -3.32714], [-1.94811, -2.41243, -3.03609], [-2.07289, -0.19772, -2.62208], [-0.90901, -0.34567, -3.97376], [0.91166, 1.90575, -2.02453], [0.17671, 1.61850, -3.47496], [2.60528, 1.04755, -3.81144], [1.58458, -0.45185, -3.91875], [4.40242, -1.02372, -1.62505], [3.67956, -1.48868, -3.11597], [3.13570, -3.32580, -1.42326], [1.64304, -2.45863, -2.15479], [3.59599, -1.17612, 0.92698], [3.38312, -2.92869, 0.98823], [2.50043, -1.53142, 3.04463], [1.61440, -2.91783, 2.43689], [-1.03638, -0.40941, 2.65825], [-0.17292, -1.18186, 3.85894], [-2.02568, -2.66738, 2.69812], [-0.40174, -3.45398, 2.87745], [-2.37386, -3.65748, 0.03757], [-1.16329, -4.74018, 0.74057], [-0.94336, -4.26147, -1.79883], [0.49081, -3.84543, -0.99977], [4.23874, 1.12142, 0.40954], [3.30678, 2.11492, 1.18327], [2.70464, 1.46774, 2.39754], [2.19725, 2.86767, 0.39010], [2.61234, 4.10376, 0.09489], [1.72273, 5.02371, -0.45651], [0.34239, 4.82267, -0.54547], [-0.09133, 3.52954, -0.17816], [-1.64980, 3.38743, -0.09417], [-2.42974, 2.76931, -1.19317], [-2.01365, 2.93095, 1.35183], [0.86510, 2.57758, 0.23516], [0.44069, 1.18494, 0.34394], [4.79586, 0.72129, 1.19854], [4.71283, 1.71475, -0.36849], [3.78033, 0.23129, -0.04455], [3.90293, 3.00760, 1.38362], [2.16560, 0.57809, 2.22046], [2.04301, 2.10071, 2.96452], [3.50840, 1.05394, 2.98403], [3.62697, 4.43104, 0.29508], [2.27277, 5.92225, -0.84729], [-0.36098, 5.53753, -0.83137], [-2.04857, 4.50271, -0.16629], [-1.80374, 1.97585, -1.57078], [-2.54632, 3.45187, -2.04435], [-3.38414, 2.42999, -0.80305], [-3.09542, 2.63406, 1.39375], [-1.93856, 3.84129, 1.94411], [-1.37124, 2.23024, 1.83144], [-2.01043, 0.01559, 0.03609], [-3.13355, -0.70491, 0.70148], [-3.91085, -1.55401, -0.10106], [-5.07872, -2.04947, 0.38349], [-5.37305, -1.81107, 1.74364], [-4.53093, -1.10615, 2.59460], [-3.45510, -0.42854, 2.05276], [-1.98361, 0.93766, 0.45999], [-2.22271, 0.35788, -0.91526], [-3.56712, -1.69403, -1.10955], [-5.77992, -2.63706, -0.23410], [-6.28765, -2.22515, 2.21697], [-4.90842, -0.75034, 3.53637], [-2.91187, 0.37170, 2.54554]], "atomic_forces_ev_per_a": [[-0.9, -1.1, -0.6], [0.8, -0.2, -1.2], [-1.2, 0.4, -2.2], [0.7, 1.3, 0.2], [1.0, -0.9, -0.5], [-1.1, 1.0, -1.1], [0.4, 0.6, 1.8], [-0.6, 0.5, -0.4], [-0.6, 0.2, 0.7], [0.8, 0.3, -0.4], [0.8, 0.0, -0.5], [0.3, 0.2, 0.8], [-0.1, 0.6, -0.1], [0.0, 0.0, -0.1], [-1.3, -0.6, 0.8], [0.0, 0.2, -0.9], [0.2, -0.1, 1.7], [0.1, -0.5, -2.0], [-0.1, 0.0, 1.5], [-0.1, -0.1, -0.2], [-0.3, -0.6, 0.2], [0.2, 0.2, -0.1], [0.0, 0.2, 1.2], [0.5, -0.1, 0.9], [-0.7, -0.4, -0.7], [-0.3, -0.5, 0.3], [0.4, 0.3, 0.2], [-0.6, -0.2, 0.3], [0.3, -0.7, -0.8], [-0.5, 0.2, 0.2], [1.2, -0.3, 0.3], [-1.0, -0.5, -0.1], [-0.2, 0.1, 0.0], [-0.2, 0.0, -0.3], [-0.4, -0.5, 0.1], [0.1, -0.3, -0.6], [0.8, -0.3, 0.6], [0.8, 0.0, -0.1], [-0.2, 0.2, 0.1], [-0.3, 0.3, 0.2], [0.1, 0.3, -0.2], [-0.4, 0.1, 0.0], [0.6, -0.3, 0.7], [-2.2, 1.1, -0.5], [-1.4, -0.6, -1.7], [0.9, 0.0, 0.6], [1.4, -2.1, 1.6], [-0.9, 2.6, -1.3], [1.1, 1.9, -1.0], [2.5, -2.6, 1.0], [-1.4, 0.4, -0.1], [0.4, 3.1, 1.6], [0.6, -0.4, -1.1], [-1.7, 1.4, -0.7], [-1.3, -1.2, -0.9], [0.1, 1.4, 0.2], [2.0, -0.3, 0.8], [0.7, -0.5, 0.1], [-0.4, 0.9, -0.1], [0.5, -0.9, 0.9], [-0.9, -0.7, -0.9], [0.1, 0.4, 0.4], [0.5, 0.5, 0.9], [-0.1, -0.1, -0.2], [-1.3, -0.5, 0.6], [-0.8, 1.1, -0.5], [1.0, -2.1, 0.6], [-0.2, -0.8, -0.6], [-0.2, -0.2, 0.3], [-0.2, -0.1, -0.4], [0.9, 0.1, 0.1], [0.0, -0.2, 0.3], [0.6, -0.8, 0.2], [0.3, 0.4, 0.5], [0.1, 0.2, -0.1], [1.4, 1.2, 0.2], [-1.3, -0.9, 1.2], [-0.8, -1.2, 0.4], [-0.8, 1.3, -0.8], [0.9, -0.2, -2.1], [0.2, 0.1, 0.7], [-0.4, -0.9, 0.5], [-0.2, -0.2, -0.5], [0.5, 0.4, 0.4], [0.6, 0.3, -0.7], [0.1, -0.5, 0.5], [-0.2, -0.2, 0.3]], "lowdin_charge": [1.9353, -0.1601, -0.1708, -0.3029, -0.0388, -0.1420, -0.1746, -0.1331, -0.0301, -0.2879, -0.0968, -0.0858, -0.3243, -0.0771, -0.1375, -0.2293, -0.0774, -0.1142, -0.2652, 0.1494, 0.1594, 0.1315, 0.1847, 0.1087, 0.1451, 0.1654, 0.1482, 0.1528, 0.1422, 0.1608, 0.1221, 0.1163, 0.1613, 0.1654, 0.1318, 0.1074, 0.1568, 0.1576, 0.1497, 0.1318, 0.1716, 0.1655, 0.1210, -0.0116, -0.2918, -0.0415, -0.1471, -0.0341, -0.0059, 0.0234, -0.1050, -0.3397, -0.0606, -0.0533, -0.1687, -0.2714, 0.0684, 0.1056, 0.0214, 0.1280, 0.0201, 0.1065, 0.0963, 0.1389, 0.1444, 0.1071, 0.1732, 0.0394, 0.1143, 0.1006, 0.1065, 0.1029, 0.0491, 0.0329, -0.2334, -0.0593, -0.0361, -0.0305, -0.0507, -0.0486, 0.0378, 0.0632, 0.1060, 0.1387, 0.1380, 0.1251, 0.1070], "charge": 3, "orbital_gap_ev": [6.90, 7.12], "s2": 2.01, "lumo_energy_ev": [-9.6, -9.5], "homo_ev": [-16.45, -16.60], "multiplicity": 3}